Entry 1:
# C13H24F3NO5V

C13H24F3NO5V as an isolated structure (the ωB97M-V functional and the def2-TZVPD basis, the OMol25 dataset).

```
47
Properties=species:S:1:pos:R:3:forces:R:3
O -0.8928 -2.0525 0.5612 -0.19 -0.66 -0.15
V -0.8556 -0.5041 0.6769 -1.65 5.44 3.58
O -2.3736 0.1277 1.0432 4.10 -2.24 -1.38
C -0.1984 0.7349 3.5678 0.72 1.65 -1.21
O 0.7638 1.6997 4.1096 -0.28 -2.44 1.32
O 0.3566 0.4831 2.3280 -1.78 -2.87 -1.53
C -0.5846 -0.5743 4.5290 1.14 4.17 -4.45
F -1.4105 -0.0812 5.4519 -0.13 -1.57 0.34
F -1.1737 -1.4950 3.6922 0.35 0.40 1.85
F 0.5729 -0.9983 4.9938 -0.47 -1.21 0.99
C 0.3831 2.3503 5.3014 1.33 1.43 1.35
C 0.5378 1.7159 6.7668 -0.20 -1.04 -1.65
H -0.2482 1.0526 7.1280 -0.47 0.55 -0.09
H 1.3563 0.9993 6.6987 0.50 0.30 0.00
H 0.7814 2.4706 7.5146 -0.12 0.08 -0.25
H -0.4860 2.9856 5.1309 -0.77 -0.53 0.23
H 1.1640 3.1088 5.3568 0.15 0.21 -0.02
H -0.9883 1.4662 3.3965 -1.52 -0.92 0.47
C -0.4788 1.3931 -3.7758 0.31 -0.94 0.50
C -1.0207 0.3006 -2.7637 -0.77 0.90 0.12
C -1.4517 -0.9858 -3.4594 0.61 -0.29 -0.10
C -0.3108 -1.7384 -4.0656 1.01 -1.33 0.24
C 0.6882 -2.1372 -2.9181 -0.71 1.19 0.36
C 1.2244 -0.9356 -2.0679 1.10 -1.32 -1.14
N 0.0453 -0.0446 -1.6644 1.34 2.39 1.89
O 0.3962 0.9818 -0.7043 -1.88 -4.03 -2.85
C 2.1675 -0.1088 -3.0159 -0.18 0.29 1.18
C 2.0871 -1.6619 -0.9149 -0.53 1.45 0.07
C -2.3080 0.7710 -2.1043 -0.36 0.91 2.47
H -0.0056 0.8507 -4.5943 0.18 0.34 0.01
H 0.2390 2.0510 -3.2858 0.04 -0.13 -0.03
H -1.2246 2.0387 -4.2396 -0.46 -0.32 0.44
H -2.1817 -0.6605 -4.2006 -0.12 -0.21 -0.03
H -1.9135 -1.6824 -2.7597 -0.37 0.36 0.22
H 0.0604 -1.2079 -4.9425 0.74 0.08 0.29
H -0.6262 -2.6965 -4.4787 -0.39 0.00 -0.06
H 1.5431 -2.7573 -3.1879 0.01 0.37 -0.54
H 0.1898 -2.7496 -2.1666 -0.63 -0.25 -0.25
H 2.4444 0.7942 -2.4719 0.08 0.19 -0.15
H 1.7110 0.1696 -3.9657 0.03 -0.19 0.27
H 3.0963 -0.6405 -3.2225 -0.18 -0.29 0.12
H 2.8422 -1.0215 -0.4592 -0.05 0.34 -0.27
H 2.6232 -2.5215 -1.3171 -0.20 0.15 -0.39
H 1.5317 -2.0403 -0.0566 -0.52 0.03 -0.28
H -2.1497 1.4814 -1.2929 0.58 0.50 -0.16
H -2.8064 0.0144 -1.4982 0.08 -0.67 -0.42
H -3.1163 1.2545 -2.6531 0.55 -0.27 -0.93
```
Forces are in eV/Å.

Its HOMO energy (spin up / spin down) is -8.8 / -8.8 eV. As for the expectation value of S²: 0.7602. As for the LUMO energy (spin up / spin down): -1.03 / -2.82 eV. As for the largest force on an atom: 6.72 eV/A. The spin multiplicity is 2.


Entry 2:
# C13H24N3O

A 2-piece molecular cluster, C13H24N3O overall (the ωB97M-V functional and the def2-TZVPD basis, the OMol25 dataset).

```
41
Properties=species:S:1:pos:R:3:forces:R:3
N 0.8569 -3.2923 -1.5271 0.17 0.40 -0.30
C -0.0584 -2.3537 -1.9220 0.02 -0.04 0.08
O -0.5939 -2.3662 -3.0133 -0.05 -0.11 0.16
C -0.4564 -1.3197 -0.8725 0.14 0.02 -0.12
C -1.8254 -0.7394 -1.1956 0.00 0.10 0.03
C -2.9448 -1.7250 -1.3331 0.15 -0.18 0.06
C -4.1737 -1.3391 -1.8290 -0.15 0.12 -0.09
C -5.1725 -2.2843 -1.9510 0.00 -0.03 0.00
N -4.9185 -3.5342 -1.5816 -0.04 0.14 -0.05
N -3.7789 -3.9651 -1.0913 0.02 -0.24 0.07
C -2.8164 -3.0877 -0.9689 0.02 0.24 -0.02
H 1.5243 -3.0239 -0.8184 -0.13 -0.09 0.12
H 1.2627 -3.8166 -2.2918 -0.08 -0.07 0.06
H 0.2696 -0.5019 -0.9214 -0.01 -0.07 0.05
H -0.3838 -1.7240 0.1407 -0.08 -0.03 -0.06
H -1.7675 -0.1960 -2.1421 -0.02 -0.01 0.05
H -2.1126 -0.0052 -0.4342 0.02 -0.05 -0.03
H -4.3709 -0.3203 -2.1375 0.04 -0.03 0.02
H -6.1622 -2.0768 -2.3358 0.04 -0.03 0.01
H -5.6280 -4.2535 -1.6668 0.01 -0.01 0.01
H -1.8943 -3.4869 -0.5649 -0.06 0.00 -0.02
C 3.4548 3.7190 0.0006 -0.03 0.00 0.01
C 2.5370 3.7986 1.2161 0.02 0.00 -0.01
C 2.9208 2.8335 2.3371 0.00 0.00 0.00
C 2.8887 1.3540 1.9484 0.01 0.02 0.01
C 1.5435 0.8673 1.4130 -0.04 -0.06 -0.01
C 0.3999 0.9975 2.4141 0.00 -0.01 -0.04
H 3.4212 2.7347 -0.4705 0.00 0.00 0.00
H 3.1724 4.4528 -0.7547 0.01 0.01 0.00
H 4.4909 3.9147 0.2833 0.01 -0.01 0.00
H 1.5026 3.6204 0.9057 -0.01 0.00 0.01
H 2.5563 4.8152 1.6149 0.00 0.00 -0.01
H 2.2648 3.0029 3.1948 0.00 -0.01 0.00
H 3.9303 3.0742 2.6820 0.00 0.01 0.00
H 3.1571 0.7562 2.8246 -0.01 0.00 0.00
H 3.6605 1.1546 1.2007 0.00 0.01 0.00
H 1.6479 -0.1851 1.1259 0.02 0.01 0.00
H 1.2904 1.4128 0.4975 0.02 0.00 -0.01
H 0.6197 0.4464 3.3305 0.00 0.01 0.01
H -0.5356 0.6044 2.0070 0.00 -0.01 0.00
H 0.2216 2.0379 2.6863 0.00 0.00 0.00
```
Forces are in eV/Å.

As for the total charge: +1. Its HOMO energy is -13.0 eV. As for the LUMO energy: -4.76 eV. As for the largest force on an atom: 0.53 eV/A. The energy above the lowest of the compared OMol25 structures with the same formula, charge and spin is 0.00 kJ/mol.


Entry 3:
# C13H25BBr2NO9PS

A 2-piece molecular cluster, C13H25BBr2NO9PS overall (the ωB97M-V functional and the def2-TZVPD basis, the OMol25 dataset).

```
53
Properties=species:S:1:pos:R:3:forces:R:3
C -2.5014 -2.4043 2.7177 -0.04 0.06 -0.19
C -1.2839 -2.8690 1.8745 -0.17 0.06 0.25
B -1.2877 -2.2094 0.4340 -0.22 0.13 0.67
O -2.4431 -2.2118 -0.2744 0.90 -0.59 -0.72
C 0.0145 -1.4911 -0.2575 -2.27 0.28 0.19
C 0.0969 -2.1890 -1.6048 1.77 0.51 -0.27
Br 0.4734 -4.1046 -1.2022 -0.18 -0.03 -0.05
C 1.1680 -1.7338 -2.5975 0.55 -0.81 0.07
C 2.6107 -1.6537 -2.0490 -0.18 0.03 -0.96
O 1.1024 -1.6367 0.6695 1.51 -0.24 0.13
C 1.0438 -0.6351 1.5719 -0.76 -0.15 -0.46
O 1.7824 -0.4838 2.5084 -0.57 -0.17 -0.59
O -0.0220 0.1562 1.2389 0.49 0.32 1.00
C -0.1846 0.0344 -0.1977 0.03 -0.61 -0.14
C 0.9197 0.9481 -0.7597 -0.47 0.45 -0.59
C 0.8067 2.4156 -0.2699 0.78 0.01 0.31
C 2.1332 2.9164 0.3701 -1.18 0.50 0.19
C 2.0715 2.8600 1.9109 0.70 -1.25 -0.55
C 3.4498 2.6011 2.5677 -0.55 1.27 0.50
N 4.5964 3.2226 1.8931 0.25 -0.57 0.47
P -1.7633 0.8371 -0.8978 -0.84 1.52 -1.00
O -2.1770 -0.1403 -2.1155 1.73 -0.46 0.81
Br -3.3731 0.7167 0.6046 0.11 -0.38 0.32
H -3.2801 -1.9512 2.1081 -0.02 -0.02 -0.13
H -2.2043 -1.6389 3.4316 0.02 -0.01 0.11
H -2.9648 -3.2339 3.2494 0.09 -0.03 0.19
H -1.3572 -3.9558 1.7555 0.12 -0.04 -0.16
H -0.3768 -2.6937 2.4523 0.15 -0.10 -0.12
H -2.8760 -3.0690 -0.2533 -0.71 0.24 0.28
H -0.8591 -2.1744 -2.1112 -0.32 0.06 0.39
H 1.1883 -2.4880 -3.3852 -0.25 0.02 -0.10
H 0.8825 -0.8119 -3.0999 -0.22 0.16 0.25
H 2.9045 -0.6146 -1.9408 0.14 -0.01 0.44
H 3.2706 -2.0693 -2.8128 0.14 0.00 0.04
H 2.7652 -2.2420 -1.1521 -0.07 0.19 0.24
H 0.8162 0.9697 -1.8468 0.13 -0.15 -0.04
H 1.9283 0.6037 -0.5325 -0.10 -0.40 0.13
H 0.0372 2.5430 0.4878 -0.25 -0.11 -0.15
H 0.5518 3.0647 -1.1024 -0.16 -0.06 -0.08
H 2.9734 2.3556 -0.0345 0.17 0.10 0.01
H 2.2113 3.9694 0.0914 0.49 -0.02 -0.21
H 1.5990 3.7522 2.3150 -0.01 0.13 -0.05
H 1.4407 2.0059 2.1529 -0.15 0.11 0.32
H 3.3975 3.0598 3.5602 0.04 -0.19 0.15
H 3.6188 1.5436 2.7468 0.11 -0.13 -0.34
H 4.3366 4.0924 1.4544 -0.03 -0.02 -0.19
H 4.9591 2.5822 1.2047 0.04 0.22 -0.32
H -2.7240 0.3771 -2.7440 -1.55 0.12 0.09
O -4.4803 1.0103 -2.7410 0.53 0.17 -0.14
S -5.9081 0.6138 -2.4262 -0.51 -0.27 0.21
O -6.7362 0.7596 -3.6530 0.29 0.04 0.12
O -6.4275 1.4990 -1.3455 0.31 -0.08 -0.24
O -5.9202 -0.8044 -1.9643 0.19 0.18 -0.10
```
Forces are in eV/Å.

As for the total charge: -2. Its HOMO energy is -0.2 eV. As for the LUMO energy: 3.73 eV. As for the largest force on an atom: 2.30 eV/A.